a:
One molecule with the formula CH5NO. Source: the Open Molecules 2025 dataset; level of theory: ωB97M-V/def2-TZVPD.

Last column: natural (NBO) charge in e.
Element x y z (Å)
O -0.58 -0.22 -0.72  -0.405
N -0.65 1.14 -0.58  -0.490
C 0.29 -0.80 0.25  -0.267
H -0.66 1.33 0.50  0.311
H 0.93 -0.09 0.60  0.171
H -0.41 -1.32 1.04  0.175
H 0.28 1.57 -0.90  0.314
H 0.80 -1.62 -0.19  0.191

Values from the calculation:
orbital gap = 10.6 eV
LUMO energy = 1.0 eV
HOMO level = -9.62 eV
SMILES string = CON
total charge = 0

=====

b:
CH5NO as an isolated structure. Source: the Open Molecules 2025 dataset; level of theory: ωB97M-V/def2-TZVPD.

Last column: Löwdin charge in e.
Element x y z (Å)
O 2.36 0.34 0.23  -0.114
N -0.38 0.32 0.00  -0.036
C -1.53 -0.28 -0.15  -0.138
H -2.27 -0.08 -0.94  0.081
H 1.39 0.32 0.15  -0.061
H -1.91 -1.03 0.56  0.084
H 2.67 1.15 0.67  0.024
H -0.32 -0.74 -0.53  0.161

Values from the calculation:
orbital gap = 9.0 eV
LUMO energy = -0.1 eV
HOMO level = -9.07 eV
total charge = 0

=====

Pick a: it beats the second-best structure by 1.399 eV.

=====

a:
One molecule with the formula C7H13N3O5. Source: the Open Molecules 2025 dataset; level of theory: ωB97M-V/def2-TZVPD.

Last column: natural (NBO) charge in e.
Element x y z (Å)
O -4.24 -0.51 -0.95  -0.745
O 3.10 -1.13 -1.17  -0.696
O 0.13 1.80 -1.12  -0.633
O -1.45 0.04 2.27  -0.586
O 2.45 -2.56 0.51  -0.553
N -1.37 -1.00 -1.19  -0.882
N 0.36 -0.62 1.19  -0.655
N 1.28 3.32 0.07  -0.846
C 1.29 -0.43 0.08  -0.201
C 2.36 -1.56 -0.10  0.795
C -1.97 -0.05 -0.26  -0.111
C -3.37 -0.29 0.16  -0.075
C 0.99 2.00 -0.27  0.671
C 1.95 1.02 0.21  -0.516
C -1.02 -0.13 1.19  0.702
H -3.71 0.60 0.56  0.196
H -1.89 0.84 -0.73  0.223
H 3.59 -1.99 -1.45  0.496
H -4.05 -1.23 -1.58  0.476
H 2.19 1.28 1.30  0.214
H 1.85 3.51 0.89  0.402
H 0.68 -0.47 2.11  0.390
H 0.64 -0.37 -0.82  0.307
H -3.46 -1.22 0.74  0.170
H 0.59 3.99 -0.44  0.424
H -0.96 -1.80 -0.88  0.377
H -1.56 -0.85 -2.18  0.389
H 2.87 1.23 -0.36  0.264

Values from the calculation:
orbital gap = 9.4 eV
LUMO energy = 0.4 eV
HOMO level = -8.92 eV
SMILES string = NC(=O)C[C@H](NC(=O)[C@@H](N)CO)C(=O)O
total charge = 0

=====

b:
A 2-piece molecular cluster, C7H13N3O5 overall. Source: the Open Molecules 2025 dataset; level of theory: ωB97M-V/def2-TZVPD.

Last column: natural (NBO) charge in e.
Element x y z (Å)
O -1.20 -0.21 0.97  -0.532
O 0.15 -2.08 -2.96  -0.680
O 2.02 0.68 0.06  -0.659
O 0.07 1.27 2.11  -0.559
O 1.48 -0.43 -2.24  -0.736
N -0.84 -0.14 -2.39  -0.587
N -0.97 -2.22 0.12  -0.782
N 0.94 -1.05 0.76  -0.600
C -2.19 1.84 1.73  -0.709
C 2.72 -0.27 2.23  -0.712
C -0.31 -1.12 0.55  0.751
C 0.21 -0.80 -2.50  0.791
C -1.01 1.28 -2.17  -0.442
C 1.92 -0.13 0.96  0.731
C -0.97 0.96 1.63  0.819
H 1.02 -2.45 -2.86  0.488
H -1.47 1.71 -3.09  0.220
H -1.91 -2.03 -0.26  0.403
H -1.90 1.17 -1.47  0.196
H 1.97 -0.51 2.99  0.245
H 3.06 0.79 2.48  0.249
H 1.65 0.20 -1.57  0.524
H -2.01 2.66 2.42  0.250
H 3.54 -1.05 1.97  0.253
H -2.85 1.18 2.20  0.232
H -2.50 1.95 0.67  0.247
H -0.09 1.54 -1.74  0.200
H -0.54 -2.73 -0.58  0.399

Values from the calculation:
orbital gap = 9.9 eV
LUMO energy = 0.7 eV
HOMO level = -9.21 eV
SMILES string = CC(=O)/N=C(/N)OC(C)=O.CN=C(O)O
total charge = 0

=====

Pick a: it beats the second-best structure by 0.184 eV.

=====

a:
One molecule with the formula C3H5FN2. Source: the Open Molecules 2025 dataset; level of theory: ωB97M-V/def2-TZVPD.

Last column: natural (NBO) charge in e.
Element x y z (Å)
F 1.95 0.74 0.35  -0.301
N -0.34 -1.38 0.25  -0.383
N 0.63 0.84 0.88  -0.068
C 0.34 -0.90 1.17  0.237
C -0.54 -0.46 -0.86  -0.276
C -0.28 0.94 -0.24  -0.301
H 0.64 -1.28 2.11  0.206
H 0.03 1.77 -1.06  0.231
H -1.20 1.12 0.18  0.210
H 0.33 -0.72 -1.52  0.221
H -1.56 -0.68 -1.27  0.223

Values from the calculation:
orbital gap = 10.7 eV
LUMO energy = 1.0 eV
HOMO level = -9.75 eV
SMILES string = FN1C=NCC1
total charge = 0

=====

b:
A 2-piece molecular cluster, C3H5FN2 overall. Source: the Open Molecules 2025 dataset; level of theory: ωB97M-V/def2-TZVPD.

Last column: natural (NBO) charge in e.
Element x y z (Å)
F -1.36 1.80 0.05  -0.267
N 2.93 0.76 -0.13  -0.661
N -1.42 0.43 0.40  -0.012
C 2.01 0.07 0.23  0.446
C 1.03 -0.81 0.31  -0.687
C -2.36 -0.23 -0.09  -0.148
H -3.13 0.20 -0.76  0.203
H 2.94 1.45 -0.83  0.389
H 0.35 -0.74 1.11  0.259
H -2.27 -1.37 0.16  0.227
H 1.28 -1.56 -0.45  0.252

Values from the calculation:
orbital gap = 9.3 eV
LUMO energy = 0.9 eV
HOMO level = -8.43 eV
SMILES string = C=C=N.C=NF
total charge = 0

=====

c:
A 2-piece molecular cluster, C3H5FN2 overall. Source: the Open Molecules 2025 dataset; level of theory: ωB97M-V/def2-TZVPD.

Last column: natural (NBO) charge in e.
Element x y z (Å)
F 1.37 -0.22 1.18  -0.260
N -1.92 -1.78 0.82  -0.289
N 0.94 0.51 0.05  0.100
C 1.23 -0.19 -1.17  -0.530
C -1.31 0.74 0.85  -0.345
C -1.72 -0.61 0.87  0.188
H 0.56 0.09 -1.97  0.234
H 1.26 -1.28 -1.00  0.224
H -1.82 1.41 0.24  0.210
H -0.83 1.28 1.69  0.241
H 2.24 0.06 -1.54  0.229

Values from the calculation:
orbital gap (alpha / beta) = 9.2 / 8.5 eV
LUMO energy (alpha / beta) = -1.0 / -0.7 eV
HOMO level (alpha / beta) = -10.22 / -9.16 eV
total charge = 0

=====

Pick a: it beats the second-best structure by 0.844 eV.

=====

a:
One molecule with the formula C3H5FN2. Source: the Open Molecules 2025 dataset; level of theory: ωB97M-V/def2-TZVPD.

Last column: natural (NBO) charge in e.
Element x y z (Å)
F -1.44 1.25 -0.78  -0.331
N -0.35 1.02 1.73  -0.665
N 0.81 -0.87 1.03  -0.809
C 0.12 -0.18 -1.70  -0.462
C -0.02 0.21 0.80  0.357
C -0.42 0.37 -0.65  0.329
H 0.98 -1.00 2.01  0.396
H -0.93 1.77 1.34  0.352
H 0.56 -1.71 0.55  0.382
H -0.28 0.00 -2.72  0.228
H 0.97 -0.86 -1.61  0.224

Values from the calculation:
orbital gap = 10.6 eV
LUMO energy = 0.9 eV
HOMO level = -9.70 eV
SMILES string = [H]/N=C(/N)C(=C)F
total charge = 0

=====

b:
One molecule with the formula C3H5FN2. Source: the Open Molecules 2025 dataset; level of theory: ωB97M-V/def2-TZVPD.

Last column: natural (NBO) charge in e.
Element x y z (Å)
F 1.90 0.54 -0.18  -0.325
N -0.62 1.33 0.25  -0.821
N -2.17 -0.35 -0.16  -0.659
C -0.93 -0.05 0.04  0.372
C 1.44 -0.69 0.08  0.287
C 0.13 -0.98 0.12  -0.372
H 0.21 1.63 -0.31  0.385
H 2.19 -1.50 0.21  0.183
H -2.23 -1.40 -0.23  0.329
H -0.08 -2.08 0.03  0.234
H -1.49 1.82 -0.12  0.388

Values from the calculation:
orbital gap = 10.0 eV
LUMO energy = 0.6 eV
HOMO level = -9.43 eV
SMILES string = [H]/N=C(N)\C=C/F
total charge = 0

=====

Pick a: it beats the second-best structure by 0.551 eV.

=====

a:
One molecule with the formula C2H6F2N2. Source: the Open Molecules 2025 dataset; level of theory: ωB97M-V/def2-TZVPD.

Last column: natural (NBO) charge in e.
Element x y z (Å)
F -0.82 -3.39 -1.08  -0.366
F -2.19 -2.09 0.20  -0.375
N -0.03 -1.25 -0.64  -0.487
N 0.35 -0.20 0.18  -0.472
C -0.81 -2.35 -0.08  0.672
C -0.39 1.09 -0.06  -0.421
H 1.32 0.00 0.27  0.358
H -0.40 -2.90 0.81  0.155
H -0.03 1.56 -0.98  0.175
H -0.25 1.74 0.82  0.211
H -1.36 0.79 -0.18  0.198
H -0.64 -0.92 -1.46  0.352

Values from the calculation:
orbital gap = 10.2 eV
LUMO energy = 1.1 eV
HOMO level = -9.19 eV
SMILES string = CNNC(F)F
total charge = 0

=====

b:
A 2-piece molecular cluster, C2H6F2N2 overall. Source: the Open Molecules 2025 dataset; level of theory: ωB97M-V/def2-TZVPD.

Last column: natural (NBO) charge in e.
Element x y z (Å)
F -1.32 1.63 -1.57  -0.359
F 2.34 0.07 0.36  -0.716
N -0.08 -1.15 0.37  -0.115
N 0.85 -0.85 1.16  -0.182
C -0.98 -0.09 0.03  -0.315
C -0.40 0.68 -1.17  0.051
H -0.22 0.01 -2.01  0.173
H 0.52 1.21 -0.89  0.206
H -1.13 0.61 0.86  0.185
H -1.93 -0.54 -0.26  0.227
H 0.83 0.00 1.74  0.409
H 1.51 -1.58 1.39  0.436

Values from the calculation:
orbital gap (alpha / beta) = 9.5 / 9.5 eV
LUMO energy (alpha / beta) = -0.5 / -0.5 eV
HOMO level (alpha / beta) = -9.95 / -9.95 eV
total charge = 0

=====

Pick a: it beats the second-best structure by 1.532 eV.